## i
This record from the Open Molecules 2025 dataset describes 2 unconnected molecules or ions with the total composition C5H7NO2. The level of theory is wB97M-V/def2-TZVPD.

```
! wB97M-V def2-TZVPD RIJCOSX def2/J DEFGRID3
* xyz 0 1
C -0.37 0.69 1.03
C 0.32 2.05 1.10
N -0.22 -2.20 -1.02
C 0.22 -0.51 -2.52
C 0.43 -0.39 0.45
C -0.01 -1.67 0.14
O 0.35 0.27 -1.64
O 0.16 -1.02 -3.56
H -0.40 -3.20 -1.00
H -0.05 -2.25 1.07
H -1.37 0.76 0.58
H -0.54 0.30 2.05
H 1.28 1.97 1.61
H -0.30 2.77 1.63
H 0.50 2.43 0.09
*
```

The value obtained for the LUMO energy is -0.012 eV. The value obtained for the gap between HOMO and LUMO is 8.468 eV. Its molar mass is 113.1 g mol⁻¹. As for the HOMO energy: -8.48 eV.

***

## ii
This record from the Open Molecules 2025 dataset describes C5H7NO2 in the gas phase. The level of theory is wB97M-V/def2-TZVPD.

```
! wB97M-V def2-TZVPD RIJCOSX def2/J DEFGRID3
* xyz 0 1
C 0.78 1.69 -1.16
C -0.74 -0.35 -0.60
C 0.45 0.18 -0.15
C -1.73 -1.02 0.48
C 1.02 0.04 1.22
N 1.44 0.60 -1.31
O 0.40 2.81 -1.25
O -1.09 -0.19 -1.77
H -2.19 -0.22 0.90
H -1.01 -1.56 1.16
H -2.37 -1.71 -0.18
H 0.29 -0.44 1.86
H 1.43 0.92 1.74
H 1.91 -0.67 1.10
H 1.42 -0.08 -2.04
*
```

Its SMILES is CC(=O)[C@@]1(C)NC1=O. The value obtained for the LUMO energy is 0.506 eV. The value obtained for the gap between HOMO and LUMO is 9.146 eV. Its molar mass is 113.1 g mol⁻¹. As for the HOMO energy: -8.64 eV.

***

## iii
This record from the Open Molecules 2025 dataset describes C5H7NO2 in the gas phase. The level of theory is wB97M-V/def2-TZVPD.

```
! wB97M-V def2-TZVPD RIJCOSX def2/J DEFGRID3
* xyz 0 1
C -1.73 -0.38 -0.54
C -0.29 -0.02 -0.30
C 0.73 -0.95 -0.17
C 1.88 -0.12 -0.06
C 1.45 1.15 -0.03
H -2.28 -0.39 1.37
H -2.64 1.02 0.74
H -2.02 0.06 -1.52
H -1.88 -1.51 -0.53
H 0.62 -2.06 -0.01
H 3.54 0.32 0.64
H 2.04 2.14 -0.05
N -2.66 0.01 0.56
O 3.15 -0.52 0.16
O 0.08 1.25 -0.27
*
```

Its SMILES is NCc1cc(O)co1. The value obtained for the LUMO energy is 0.675 eV. The value obtained for the gap between HOMO and LUMO is 9.126 eV. Its molar mass is 113.1 g mol⁻¹. As for the HOMO energy: -8.45 eV.

***

Bottom line: iii, by a margin of 0.0408 hartree.

***

## i
This record from the Open Molecules 2025 dataset describes a molecular structure, C5H7NO2. The level of theory is wB97M-V/def2-TZVPD.

```
! wB97M-V def2-TZVPD RIJCOSX def2/J DEFGRID3
* xyz 0 1
C -0.18 1.80 0.01
C -0.78 -1.25 0.53
C 0.57 -1.31 -0.36
C 0.60 -0.62 -1.78
C 0.40 0.67 -0.74
H 0.45 2.68 0.46
H -0.92 2.25 -0.53
H -1.15 -2.19 0.82
H 1.18 -2.25 -0.32
H -0.36 -0.65 -2.38
H 1.62 -0.85 -2.24
H -0.61 0.22 -0.83
N -1.16 -0.25 1.22
O -0.75 1.07 1.19
O 1.29 -0.23 0.12
*
```

The value obtained for the LUMO energy is 0.693 eV. The value obtained for the gap between HOMO and LUMO is 9.989 eV. Its molar mass is 113.1 g mol⁻¹. As for the HOMO energy: -9.30 eV.

***

## ii
This record from the Open Molecules 2025 dataset describes 2 unconnected molecules or ions with the total composition C5H7NO2. The level of theory is wB97M-V/def2-TZVPD.

```
! wB97M-V def2-TZVPD RIJCOSX def2/J DEFGRID3
* xyz 0 1
C 0.10 -0.63 1.52
C -0.18 -1.74 0.77
C 2.79 0.97 0.93
C 0.16 -0.02 -0.59
C -0.94 0.75 -1.32
N 0.30 0.44 0.74
O 3.18 0.78 -0.17
O -0.15 -1.43 -0.54
H 0.15 -0.54 2.59
H -0.44 -2.74 1.05
H 3.35 1.28 1.81
H 1.12 0.09 -1.14
H -1.13 0.30 -2.29
H -0.63 1.78 -1.43
H -1.85 0.71 -0.72
*
```

The value obtained for the LUMO energy (spin up / spin down) is -0.012 / 0.758 eV. The value obtained for the gap between HOMO and LUMO (spin up / spin down) is 7.512 / 8.129 eV. Its molar mass is 113.1 g mol⁻¹. As for the HOMO energy (spin up / spin down): -7.52 / -7.37 eV.

***

## iii
This record from the Open Molecules 2025 dataset describes 2 unconnected molecules or ions with the total composition C5H7NO2. The level of theory is wB97M-V/def2-TZVPD.

```
! wB97M-V def2-TZVPD RIJCOSX def2/J DEFGRID3
* xyz 0 1
C -0.06 -2.82 0.69
C 0.08 -1.58 0.31
C 0.39 0.88 -0.27
C 1.31 1.47 0.77
C -2.43 0.43 -1.52
N 0.28 -0.48 -0.14
O -0.23 1.47 -1.08
O -2.07 -0.59 -0.99
H -0.69 -3.48 0.22
H 0.97 1.08 1.68
H 2.38 1.08 0.62
H 1.27 2.61 0.76
H -2.79 1.31 -1.11
H 0.69 -3.12 1.48
H -2.58 0.52 -2.68
*
```

Its SMILES is C=C=NC(C)=O.C=O. The value obtained for the LUMO energy is 0.869 eV. The value obtained for the gap between HOMO and LUMO is 9.539 eV. Its molar mass is 113.1 g mol⁻¹. As for the HOMO energy: -8.67 eV.

***

## iv
This record from the Open Molecules 2025 dataset describes C5H7NO2 in the gas phase. The level of theory is wB97M-V/def2-TZVPD.

```
! wB97M-V def2-TZVPD RIJCOSX def2/J DEFGRID3
* xyz 0 1
C -1.24 -0.08 -0.20
C 0.84 0.51 -0.20
C 0.23 -0.50 0.65
N -2.03 0.63 0.62
C 1.63 0.23 -1.26
C 0.35 -1.77 0.94
O 0.65 1.80 0.26
O -1.60 -0.64 -1.20
H 0.99 2.40 -0.42
H -3.01 0.71 0.41
H -1.63 1.14 1.39
H 2.38 0.94 -1.59
H 1.69 -0.77 -1.65
H 1.27 -2.16 1.35
H -0.51 -2.44 0.91
*
```

Its SMILES is C=C(O)C(=C)C(N)=O. The value obtained for the LUMO energy is 0.433 eV. The value obtained for the gap between HOMO and LUMO is 8.611 eV. Its molar mass is 113.1 g mol⁻¹. As for the HOMO energy: -8.18 eV.

***

Bottom line: iv, by a margin of 0.0043 hartree.